Density functional theory data (ωB97M-V/def2-TZVPD) for the molecule C9H21NSi.

The calculation puts the molar mass at 171.36 g mol⁻¹. As for the total charge: 0. Its SMILES is C/C=C/[Si](CC)(CC)N(C)C.

```
32
Properties=species:S:1:pos:R:3:forces:R:3
H 2.4642 0.1717 -3.1423 1.1 -0.8 -1.7
H -1.9232 -1.2308 1.6210 0.9 -0.8 -0.5
C -0.8312 -1.5073 1.8302 -3.1 1.3 1.3
H 0.6452 -0.9627 -2.2409 0.1 2.1 1.0
C -2.2529 0.3847 -0.7987 0.1 1.3 0.7
C -1.4108 0.9736 0.0713 0.0 0.2 0.7
H 2.7731 1.3544 -1.8368 -1.0 -1.6 -0.7
H 1.9034 2.9451 0.4809 0.3 -0.4 0.8
C 0.4877 -2.7336 0.1434 2.0 2.8 1.8
H -4.1759 1.4923 -0.7415 0.4 -1.1 -0.4
C 1.6743 0.9274 1.2752 0.3 -1.4 -0.5
H 1.8140 0.3357 2.2282 -0.7 0.8 -0.8
Si 0.3854 0.0932 0.1121 -1.3 3.0 -0.8
C -3.7743 0.4474 -0.8795 0.6 0.5 0.4
H -0.8987 -2.4636 2.3435 0.5 -0.2 -0.2
H 2.6205 0.6435 0.7536 -0.3 0.3 0.2
H -1.7997 -0.2856 -1.4782 0.3 -1.0 -0.8
C 2.3793 0.2842 -2.1157 0.3 2.3 4.4
H -0.2859 -3.3874 -0.0196 -2.2 -1.4 -0.7
H 2.4619 2.6576 2.2498 -1.2 0.3 -1.2
H -1.8543 1.7331 0.8081 0.8 -1.1 -0.9
H 0.3451 0.8640 -2.4537 0.3 -1.3 1.6
H 1.0912 -3.2420 0.9926 0.0 0.7 -1.9
H -4.1383 -0.0541 -1.8185 0.1 0.6 1.2
H -4.0105 -0.0908 0.0560 -0.8 -0.1 -0.7
H -0.7674 -0.7246 2.6241 1.3 -0.4 -0.4
H 2.9361 -0.3037 -1.3360 0.2 -0.2 -1.7
H 0.6252 2.9615 1.7238 2.3 -1.6 -0.2
N 0.0161 -1.4270 0.6941 0.3 -2.5 0.0
C 1.6774 2.4343 1.4482 -1.1 1.7 0.9
C 0.8932 0.1059 -1.7658 -0.7 -1.0 -1.8
H 0.9296 -2.3963 -0.8288 0.4 -1.3 1.0
```
Forces are in eV/Å.

Atomic partial charges in e from the natural (NBO) method, atoms 1 to 6:
1. H 0.212
2. H 0.181
3. C -0.425
4. H 0.217
5. C -0.161
6. C -0.647



Density functional theory data (ωB97M-V/def2-TZVPD) for a cluster of 3 separate species, C4H12O5 in total.

The calculation puts the molar mass at 140.13 g mol⁻¹. As for the total charge: 0. Its SMILES is C[C@@H](O)CC(=O)O.O.O.

```
21
Properties=species:S:1:pos:R:3:forces:R:3
H 0.3067 -1.9903 -0.9887 0.9 0.0 -0.9
O -1.1943 0.7464 -2.5778 -1.5 0.5 1.6
H 0.8234 1.7120 -1.9193 0.4 -1.8 1.7
C -0.4867 -1.5200 -1.5683 -1.6 0.8 2.0
O 0.4474 1.7071 3.1144 2.9 2.9 1.9
H -0.2342 1.3655 2.6634 -5.0 -1.1 -3.5
C 0.4559 0.7125 0.1302 -1.2 1.6 -0.2
C 0.8216 0.6507 -1.4140 3.0 0.9 1.2
O -0.0043 -0.0726 0.9670 1.1 0.4 -2.0
H 0.0859 -1.4717 3.0414 1.2 1.1 1.5
H -0.5870 -1.6868 1.8242 0.6 -2.1 1.7
H -1.5893 1.1466 -1.7473 0.5 -0.7 -1.4
H -1.1926 -1.5509 -0.6602 0.3 0.8 -1.6
H 1.9248 0.2102 -1.4335 -2.3 0.8 -0.1
O -0.2773 -2.2347 2.6500 -1.7 0.7 -3.1
H 0.4629 0.9171 3.5938 1.7 -1.9 2.4
H 0.5030 2.0540 1.4983 0.6 0.1 -2.4
H -0.9271 -2.1784 -2.2970 0.1 -0.3 -0.3
H 0.2500 -0.4170 -3.1308 1.0 0.0 -1.4
O 0.5512 2.0046 0.4617 0.4 0.0 2.1
C -0.1399 -0.1044 -2.2076 -1.1 -2.7 0.8
```
Forces are in eV/Å.

Atomic partial charges in e from the natural (NBO) method, atoms 1 to 6:
1. H 0.230
2. O -0.697
3. H 0.268
4. C -0.663
5. O -0.898
6. H 0.462



Density functional theory data (ωB97M-V/def2-TZVPD) for the ion C2H6N3 with charge +1.

The calculation puts the molar mass at 72.09 g mol⁻¹. As for the total charge: +1. Its SMILES is CN=[N+]=NC.

```
11
Properties=species:S:1:pos:R:3:forces:R:3
N 1.1688 -0.4267 -0.3252 2.0 -0.1 0.8
C 1.7919 -0.1965 -1.5946 1.7 -2.6 -0.1
H 2.9087 -0.4119 -1.5149 -1.6 0.8 0.1
H 1.4021 -1.0430 -2.1523 0.0 0.1 -0.7
N 0.1644 -0.2009 0.1710 -0.7 0.4 0.3
H -1.3557 1.1607 2.0890 1.0 2.5 1.8
C -1.7825 0.3866 1.6040 -2.5 -0.2 -4.9
H -2.2696 -0.3530 2.1101 -0.5 -2.0 2.2
H -2.7027 0.6367 0.8987 2.1 0.3 1.2
H 1.5030 0.7106 -2.0161 -0.2 1.6 -0.7
N -0.8285 -0.2627 0.7304 -1.3 -0.8 0.1
```
Forces are in eV/Å.

Atomic partial charges in e from the natural (NBO) method, atoms 1 to 6:
1. N -0.046
2. C -0.447
3. H 0.273
4. H 0.253
5. N 0.410
6. H 0.239



Density functional theory data (ωB97M-V/def2-TZVPD) for a structure of composition C9H21CuINO3PS.

The calculation puts the molar mass at 444.76 g mol⁻¹. As for the total charge: -1.

```
38
Properties=species:S:1:pos:R:3:forces:R:3
I 0.0372 4.4023 -0.3155 0.2 0.3 0.0
H 2.6146 2.0128 -0.9583 0.0 0.0 0.0
H -1.4762 -2.1339 2.5870 0.0 0.0 0.0
N -2.3079 1.7215 -1.3945 0.0 -0.1 0.1
C 1.1931 -2.1672 3.0739 0.0 0.0 -0.1
C -3.2203 0.3912 0.4239 0.1 0.2 0.1
C 2.3895 0.8185 -3.6731 -0.2 0.1 0.0
H 1.9932 0.4781 -4.6320 0.0 0.0 0.0
H -1.3940 -1.3272 1.0118 -0.1 0.1 0.2
H 2.8797 0.2430 -0.9603 0.0 0.0 0.0
H -4.1085 2.1278 -0.4447 0.0 0.0 0.0
C 2.1260 1.0375 -0.9440 -0.1 0.1 -0.1
H 1.0900 -1.5742 0.9974 0.0 0.0 0.0
H 2.8039 1.8189 -3.8078 0.0 0.0 0.0
H -4.2007 0.6807 -1.4770 0.0 0.0 0.0
C 0.5238 -2.1908 1.6999 0.0 0.0 0.2
H 1.5369 0.9780 -0.0321 0.0 0.0 0.1
O 0.2554 0.8633 1.7462 0.0 0.0 0.1
P 1.0330 0.9114 -2.4127 0.3 -0.3 -0.1
C -3.5594 1.2547 -0.8033 0.1 -0.1 0.0
H 3.1858 0.1415 -3.3523 0.0 0.0 0.0
H -2.4236 2.4692 -2.0639 0.1 0.1 0.0
H 0.4463 -3.2002 1.2918 0.0 0.0 0.0
O -2.4240 0.9528 1.2464 -0.2 -0.2 -0.1
H 0.7038 -0.7880 4.7212 0.1 0.0 0.0
Cu -0.9859 2.2724 0.4651 -0.3 0.0 -0.1
H 0.0130 -1.0923 -1.4621 0.0 0.0 0.0
H 2.2593 -2.3905 3.0060 0.0 0.0 0.1
H 1.5788 -1.4958 -2.2016 0.0 0.0 0.0
S -0.4829 0.0190 2.7555 0.5 -0.2 -0.1
C 0.9399 -0.7710 3.6556 -0.3 0.0 0.1
H 1.7677 -0.0858 3.4860 0.0 0.1 0.0
C -0.8355 -1.5524 1.9182 0.0 0.1 -0.1
H 0.7342 -2.9263 3.7126 0.0 0.0 0.0
C 0.6657 -0.9040 -2.3184 0.0 0.1 0.0
H -1.7958 0.9720 -1.8413 0.0 0.0 -0.1
H 0.1461 -1.2235 -3.2238 0.0 0.0 0.0
O -3.7025 -0.7433 0.5202 0.0 0.0 0.0
```
Forces are in eV/Å.

Atomic partial charges in e from the natural (NBO) method, atoms 1 to 6:
1. I -0.832
2. H 0.244
3. H 0.218
4. N -0.867
5. C -0.410
6. C 0.764



Density functional theory data (ωB97M-V/def2-TZVPD) for the molecule C27H35N3O5.

The calculation puts the molar mass at 481.59 g mol⁻¹. As for the total charge: 0. Its SMILES is CC[C@@H]1CN(C(=O)N2CCC(C(=O)NCCc3ccc(OC)cc3OC)CC2)c2ccccc2O1.

```
70
Properties=species:S:1:pos:R:3:forces:R:3
H -3.7122 1.2366 -1.3888 0.2 0.1 0.0
H -1.3044 -2.5933 -1.3579 0.1 0.0 -0.1
H -1.8353 2.4674 -1.7936 0.0 0.0 0.0
C 3.6530 -1.1886 -0.0313 -0.1 0.1 -0.2
C 4.2422 -1.8858 -2.2611 0.0 -0.1 0.0
H -0.4866 3.4769 0.7530 0.0 0.0 0.0
H -3.4166 -1.3637 -3.9799 0.1 0.0 0.0
C 3.9751 -0.6113 -2.7353 0.0 0.1 -0.1
C -4.9397 1.1179 0.3043 -0.2 0.0 0.1
C -0.6658 3.5409 -0.3211 0.0 -0.1 -0.2
O 3.5573 -1.5422 1.2817 0.1 -0.2 -0.3
H 1.0937 -0.5389 1.1778 0.0 -0.1 -0.1
H 0.5100 3.6558 -2.1385 0.0 0.0 0.0
H 1.1696 0.2213 -1.1958 -0.1 0.1 -0.1
C 0.6712 3.5320 -1.0621 0.0 0.4 0.2
H -1.9348 -2.3541 2.8502 0.0 0.0 0.2
H -5.9217 -0.7267 0.7901 -0.1 0.0 -0.1
H -1.8249 -1.3151 -3.1849 0.0 0.0 0.0
C -5.1485 -0.3889 0.0985 0.1 0.2 0.0
C 0.6153 1.1489 -1.3292 -0.3 -0.5 0.2
C -2.8458 -1.7083 -3.1185 0.1 -0.1 -0.2
H -1.2845 0.2071 -0.9481 0.0 0.0 0.0
C 0.5271 -3.6106 0.0574 0.2 0.0 -0.2
C 2.2487 2.2386 0.1996 0.0 0.0 -0.2
H -4.0485 -1.1336 2.4571 -0.1 0.0 0.1
C -3.8780 -1.1582 0.3355 -0.1 0.0 -0.4
N -3.8052 1.5975 -0.4518 -0.4 -0.2 -0.2
O -0.3432 -3.2167 1.0897 -0.3 0.1 0.2
H 4.3050 -3.1477 -0.5223 0.0 -0.1 0.1
H -0.5292 0.9116 0.4811 0.0 -0.1 0.1
H 4.5734 0.8408 1.7311 -0.1 0.0 0.0
C -1.4882 -2.5509 0.7756 -0.2 0.1 0.2
H -5.8441 1.6597 0.0052 0.0 0.0 0.1
H 1.1983 0.1344 4.1590 0.0 0.0 0.2
H 4.5798 -2.6579 -2.9350 0.0 -0.1 -0.1
H 3.4114 -0.8203 3.1497 0.0 0.1 -0.1
C -3.4456 -1.4509 1.6200 0.1 -0.1 -0.2
H 4.1133 -0.3788 -3.7800 0.0 0.0 -0.1
C -1.9034 -2.2729 -0.5217 0.2 -0.2 -0.3
C -1.5278 2.3534 -0.7481 0.1 0.0 0.5
O 2.4092 3.1865 0.9455 -0.1 0.3 0.2
C -2.2689 -2.1314 1.8503 0.3 -0.1 0.0
C 1.4755 -0.7042 2.1875 0.3 -0.1 0.1
H -4.7247 1.3421 1.3519 -0.1 0.0 -0.1
C 0.7958 0.2542 3.1558 0.1 -0.1 -0.2
H 3.1144 1.5976 2.4074 0.1 -0.1 -0.1
H 1.3045 4.3408 -0.6971 -0.1 -0.1 -0.1
C 4.0883 -2.1679 -0.9176 0.0 0.1 0.1
O -2.7705 2.5505 1.3088 0.1 0.1 0.4
H 1.3839 -4.0646 0.5519 0.0 0.0 -0.1
H -5.4899 -0.5689 -0.9217 -0.1 0.0 0.1
C 3.4767 0.8196 1.7381 0.1 -0.2 0.3
H 0.9292 1.2894 2.8516 0.0 0.2 0.0
N 2.9649 1.0709 0.4068 0.0 -0.1 0.3
N 1.3888 2.2816 -0.8686 0.1 0.2 -0.1
C -0.7171 1.0636 -0.5839 0.1 0.1 -0.4
H 1.2347 -1.7337 2.4592 0.0 0.0 -0.1
O -3.5239 -1.2122 -1.9914 -0.1 0.1 0.4
H 0.8733 -2.7552 -0.5329 0.0 0.0 0.0
H 0.4349 1.2839 -2.4026 0.0 -0.1 0.0
C 3.3559 0.0972 -0.5147 0.2 -0.2 -0.2
H 3.3530 1.3736 -2.2219 0.0 0.1 0.0
H -2.8152 -2.8020 -3.1226 0.0 0.0 0.0
C -2.7544 2.1999 0.1483 0.2 0.2 -0.6
C -3.0830 -1.5682 -0.7400 -0.2 0.0 0.4
H 0.0606 -4.3464 -0.6058 0.0 0.0 0.0
C 3.5469 0.3735 -1.8666 0.1 -0.1 0.0
C 3.0035 -0.5725 2.1629 -0.4 0.5 0.3
H -1.1890 4.4770 -0.5198 0.0 0.1 0.0
H -0.2718 0.0488 3.1850 -0.1 0.0 0.1
```
Forces are in eV/Å.

Atomic partial charges in e from the natural (NBO) method, atoms 1 to 6:
1. H 0.397
2. H 0.228
3. H 0.197
4. C 0.334
5. C -0.219
6. H 0.238



Density functional theory data (ωB97M-V/def2-TZVPD) for a structure of composition C32H36BN8Pd.

The calculation puts the molar mass at 649.93 g mol⁻¹. As for the total charge: -1.

```
78
Properties=species:S:1:pos:R:3:forces:R:3
H -1.1721 -2.1051 -0.7536 0.5 0.0 0.0
C 0.5363 0.7344 -2.9440 -2.3 -0.4 -0.9
H -1.7286 -4.0521 5.4989 0.0 0.0 -0.7
H 4.8216 0.1674 -1.4278 -0.4 0.1 -0.4
H 3.1315 3.7905 2.5502 -0.1 -0.2 0.0
C -2.4244 -4.0336 3.4180 0.3 1.2 -0.6
H -0.3324 0.9432 -5.0123 0.1 -0.1 -0.6
C 4.0943 -0.0171 -2.2333 0.5 -1.0 0.0
C -2.1357 -1.9518 2.2757 0.2 0.1 0.1
C -2.5341 -3.2790 2.2170 0.1 -0.3 1.8
C -1.5187 1.5571 -3.3056 0.7 -0.4 0.0
C -0.4525 0.9752 -3.9549 0.7 0.4 0.8
C 4.4715 -0.8414 -3.3066 -1.0 0.1 0.2
N -1.2658 1.5230 -1.9694 0.9 -0.4 0.2
C -1.7597 -3.5347 4.5277 1.2 1.2 -0.2
N -2.8696 0.8408 0.1384 -0.5 -2.7 0.3
H -4.5702 -1.9671 0.4915 0.1 0.5 0.4
H -5.3602 -0.0950 -1.7972 0.1 -0.1 -0.8
H -3.4399 1.6358 -4.2474 -0.8 -0.3 0.2
H 1.0922 0.0386 1.9584 1.1 0.1 0.9
H 2.2943 -1.6108 -0.0557 0.0 -0.3 -0.1
H -6.1360 0.3223 -0.3339 0.1 0.2 0.3
H 1.4796 -0.8633 -4.9884 0.4 0.0 0.3
C 0.6241 3.7368 1.1486 -1.5 -0.7 0.0
C -5.2266 0.4883 -0.9086 1.1 0.0 0.7
Pd 0.2055 -0.3258 0.2401 0.0 -1.1 -0.6
N -0.0538 1.5724 0.8642 0.6 4.2 0.1
N 0.0262 1.0347 -1.7636 -1.0 0.8 -0.6
H -0.2963 -2.0653 5.1461 -0.2 0.5 0.3
C 3.0630 -0.0665 2.9483 0.7 0.1 -0.2
C 4.1852 0.6669 3.3422 0.2 0.7 0.6
C -1.0393 -2.2962 4.4002 -1.0 -0.9 -0.9
H -2.1803 2.4897 -5.0193 -0.1 0.3 0.0
C -1.2911 -1.4757 3.2853 -0.3 -1.5 1.3
C -3.9948 0.0342 -0.1285 0.0 1.3 -0.3
H 3.0146 -1.1420 2.9014 0.4 -0.3 0.4
C 0.9182 2.3639 1.3484 -1.5 2.3 -0.5
C -0.6561 3.7423 0.6057 0.3 0.5 -0.3
C 3.1125 2.7074 2.6618 -0.8 0.0 -0.2
H -2.5503 4.8015 0.3710 -0.3 0.0 0.1
C 2.7842 0.4352 -2.1179 1.0 -0.3 -0.3
C 1.8598 -3.6393 -0.3167 -1.4 -0.6 -1.2
C -2.5989 2.2666 -4.0385 0.1 0.4 0.1
H 0.1891 -3.4079 0.9724 -0.4 0.6 -0.3
N 2.6537 -2.5512 0.1423 1.5 0.0 0.6
N -0.1458 -2.1264 -0.7458 0.2 -1.1 -0.3
H -2.9975 -3.6701 1.3179 -0.2 0.0 0.2
H -0.9814 -0.4550 3.2365 0.4 0.4 -0.1
H 5.0816 0.2060 3.7428 -0.2 -0.3 0.0
H 3.6599 -2.6680 -0.0806 -1.2 0.4 0.1
H -0.2319 -4.2514 -0.5136 0.2 0.0 -0.1
C 0.3198 -3.3870 -0.1177 1.2 -0.5 0.0
H -1.2101 5.6780 1.1889 -0.2 0.3 0.1
N -2.0879 0.1558 1.0447 -1.6 -0.6 0.2
H 5.4524 -1.2837 -3.3501 0.3 0.1 -0.1
C 4.1781 2.0835 3.3054 -0.9 -0.9 -0.4
H -2.9658 2.7505 -0.9833 0.3 0.1 -0.3
C 3.5174 -1.1803 -4.2850 0.4 0.8 -0.2
C -3.9057 -1.1068 0.6085 0.5 -0.8 -0.2
H -1.1671 5.4090 -0.5768 -0.4 0.2 0.4
N -1.0448 2.4877 0.3211 1.3 -1.5 0.9
C -2.6802 -1.0086 1.3369 -0.6 1.6 -1.8
H 1.1373 4.5928 1.5350 0.2 0.2 0.1
C 2.2288 -0.6736 -4.2064 -0.7 0.8 0.8
H -2.9098 -4.9611 3.5133 -0.5 -1.2 -0.1
B -2.1202 1.9197 -0.7054 0.4 0.9 1.1
H -2.9093 3.2039 -3.5540 0.0 -0.4 -0.1
H 4.9453 2.6889 3.7869 0.1 -0.3 -0.3
H -5.1050 1.5423 -1.1252 -0.2 0.2 -0.3
C -1.4896 4.9949 0.3966 1.2 -0.8 -1.0
H 2.0249 -3.8850 -1.3994 -0.1 0.2 0.3
C 1.8489 0.1408 -3.0958 0.7 -0.5 -0.7
H 0.1789 -2.0367 -1.7296 -0.3 -0.3 0.9
H 2.4944 1.0225 -1.2773 -0.2 0.4 0.5
C 1.9834 0.5867 2.4069 -0.3 -0.6 -0.3
C 2.0161 1.9439 2.1744 1.3 -0.8 0.3
H 2.0890 -4.5883 0.2104 0.0 0.5 0.0
H 3.8256 -1.6721 -5.2108 -0.1 -0.3 0.5
```
Forces are in eV/Å.

Atomic partial charges in e from the Mulliken method, atoms 1 to 6:
1. H 0.218
2. C 0.015
3. H 0.353
4. H 0.354
5. H 0.301
6. C -0.743



| no. | DFT total energy (Eh) | strongest force on any atom (eV/A) |
| --- | --- | --- |
| 1 | -699.67483 | 5.020 |
| 2 | -535.74532 | 6.236 |
| 3 | -243.65652 | 5.529 |
| 4 | -3313.85046 | 0.553 |
| 5 | -1590.37364 | 0.693 |
| 6 | -1831.80443 | 4.188 |